Here is a cluster of 2 separate species, C6H11NS4 in total from OMol25. Energies are from ωB97M-V/def2-TZVPD.

The geometry in XYZ format:
```
22
C6H11NS4 (ωB97M-V/def2-TZVPD)
C 3.26965 1.33419 0.63030
N 2.46096 0.16480 0.36851
C 2.93690 -0.94501 -0.19355
S 4.50165 -1.17337 -0.67872
C 1.94969 -2.05458 -0.38668
S 0.38843 -2.01643 0.02213
H 2.64071 2.09691 1.09166
H 4.09615 1.07846 1.29705
H 3.69640 1.71910 -0.30220
H 1.47757 0.16754 0.61731
H 2.39325 -2.93487 -0.85006
S -4.32275 -2.25195 -0.33564
C -3.39937 -1.18214 0.43968
C -2.37083 -0.28697 -0.18448
C -2.78007 1.18386 -0.03747
S -1.52645 2.34908 -0.64289
H -3.51864 -1.05501 1.52072
H -2.24445 -0.54672 -1.23996
H -1.41004 -0.43869 0.32414
H -3.73292 1.36797 -0.54217
H -2.91934 1.43855 1.01763
H -1.58650 1.98526 -1.93531
```

Summary:
relative energy (zero: lowest compared OMol25 entry of this formula, charge and spin): 0.0000 eV
E_tot: -51230.023 eV
Kohn-Sham gap: 7.3 eV
structure (SMILES): CNC(=S)C=S.S=CCCS

Quick look at the Löwdin charges, all values in e: atom 1 (C): -0.101, atom 2 (N): -0.091, atom 3 (C): -0.914, atom 4 (S): 0.684, atom 5 (C): -0.622, atom 6 (S): 0.812, atom 7 (H): 0.087, atom 8 (H): 0.080, atom 9 (H): 0.082, atom 10 (H): 0.085, atom 11 (H): 0.038, atom 12 (S): 0.694, atom 13 (C): -0.691, atom 14 (C): -0.412, atom 15 (C): -0.586, atom 16 (S): 0.688, atom 17 (H): 0.059, atom 18 (H): 0.097, atom 19 (H): -0.001, atom 20 (H): 0.077, atom 21 (H): 0.072, atom 22 (H): -0.139

=====

Here is a structure of composition C14H16AuF9N5O7S4Se from OMol25. Energies are from ωB97M-V/def2-TZVPD.

The geometry in XYZ format:
```
57
C14H16AuF9N5O7S4Se (ωB97M-V/def2-TZVPD)
Au -0.62063 -2.12564 0.80409
F 4.47324 -0.88797 -0.29479
C 3.29998 -0.71260 0.28278
F 3.40898 0.10226 1.32092
F 2.80416 -1.87785 0.66981
S 2.11496 -0.01855 -0.94437
O 0.80419 -0.13735 -0.32916
O 2.29774 -0.73356 -2.17380
N 2.58695 1.51712 -0.98744
S 2.40164 2.37712 -2.29362
O 2.82824 3.72144 -2.08763
O 0.98290 2.24744 -2.76242
C 3.51570 1.61761 -3.61492
F 4.42649 0.87260 -3.03430
F 2.80230 0.91682 -4.47433
F 4.08976 2.63274 -4.23666
C -0.83100 -1.80350 -3.12203
N -2.11337 -1.61294 -2.43911
C -2.54856 -2.32330 -1.40062
S -1.61032 -3.60542 -0.67515
N -3.77278 -2.10005 -0.93787
C -4.60333 -0.96748 -1.31626
H -0.94890 -1.49252 -4.15906
H -0.55520 -2.84993 -3.09045
H -0.03536 -1.22003 -2.65967
H -2.61852 -0.77167 -2.66414
H -4.04135 -2.65070 -0.14124
H -4.80087 -0.97427 -2.39105
H -4.12540 -0.02866 -1.02755
H -5.55514 -1.04905 -0.80171
C -2.03014 4.82234 0.52676
N -1.63671 4.87153 -0.88919
C -0.79865 4.03540 -1.48931
Se -0.07965 2.46736 -0.67713
N -0.66175 4.37845 -2.76609
C -1.45624 5.49135 -3.02748
C -1.71071 6.20245 -4.19330
C -2.61684 7.23513 -4.09636
C -3.24746 7.55511 -2.88061
C -2.99505 6.84662 -1.72628
C -2.08408 5.80205 -1.83019
H -1.44158 4.06789 1.04877
H -3.08342 4.56423 0.61499
H -1.85222 5.79113 0.98457
H -0.00480 3.89697 -3.37113
H -1.23198 5.94914 -5.13141
H -2.85507 7.81016 -4.98065
H -3.95563 8.37277 -2.85254
H -3.48993 7.08646 -0.79265
F -3.27789 2.03179 2.34919
C -2.57189 1.03562 2.92028
F -3.36064 -0.02206 3.03663
F -2.16370 1.43215 4.11283
S -1.18436 0.64389 1.79030
O -1.91466 0.36429 0.56786
O -0.40462 1.89273 1.73701
O -0.49431 -0.50316 2.38089
```

Summary:
total charge: +1
E_tot: -173389.240 eV
Kohn-Sham gap (spin up / spin down): 4.9 / 4.9 eV

Quick look at the Löwdin charges, all values in e: atom 1 (Au): 0.575, atom 2 (F): 0.177, atom 3 (C): -0.690, atom 4 (F): 0.171, atom 5 (F): 0.154, atom 6 (S): 0.607, atom 7 (O): -0.437, atom 8 (O): -0.254, atom 9 (N): -0.331, atom 10 (S): 0.628, atom 11 (O): -0.235, atom 12 (O): -0.425, atom 13 (C): -0.678, atom 14 (F): 0.184, atom 15 (F): 0.173, atom 16 (F): 0.172, atom 17 (C): -0.055, atom 18 (N): -0.004, atom 19 (C): -0.787, atom 20 (S): 0.606, atom 21 (N): -0.030, atom 22 (C): -0.051, atom 23 (H): 0.095, atom 24 (H): 0.068, atom 25 (H): 0.054, atom 26 (H): 0.125, atom 27 (H): 0.126, atom 28 (H): 0.094, atom 29 (H): 0.081, atom 30 (H): 0.097, atom 31 (C): 0.039, atom 32 (N): -0.039, atom 33 (C): -0.478, atom 34 (Se): 1.443, atom 35 (N): 0.158, atom 36 (C): -0.148, atom 37 (C): 0.013, atom 38 (C): -0.051, atom 39 (C): -0.050, atom 40 (C): 0.013, atom 41 (C): -0.141, atom 42 (H): 0.065, atom 43 (H): 0.113, atom 44 (H): 0.114, atom 45 (H): 0.147, atom 46 (H): 0.126, atom 47 (H): 0.117, atom 48 (H): 0.117, atom 49 (H): 0.124, atom 50 (F): 0.118, atom 51 (C): -0.674, atom 52 (F): 0.162, atom 53 (F): 0.172, atom 54 (S): 0.482, atom 55 (O): -0.385, atom 56 (O): -0.404, atom 57 (O): -0.359

=====

Here is a cluster of 6 separate species, C22H60B2NO13P in total from OMol25. Energies are from ωB97M-V/def2-TZVPD.

The geometry in XYZ format:
```
99
C22H60B2NO13P (ωB97M-V/def2-TZVPD)
C 2.92562 0.63978 1.05247
C 1.88302 0.56508 -0.23658
O 0.46206 0.60837 0.13937
B -0.08850 -0.72953 0.42830
O 0.54634 -2.02990 0.13895
P -1.86627 -0.82688 1.23189
B -2.91943 0.70683 0.77547
N -4.32476 0.44431 0.18772
O -2.48153 2.11399 0.98488
H 2.74312 1.64103 1.65952
H 2.92928 -0.32452 1.71535
H 4.02270 0.74285 0.59734
H 2.09021 1.56458 -0.85561
H 2.16601 -0.31438 -0.97688
H 1.29214 -2.11089 0.82599
H -1.74941 -0.82172 2.69544
H -4.90667 -0.06224 0.90241
H -4.24048 -0.18096 -0.66932
H -2.74998 2.66029 0.16811
C -3.07664 -0.71350 -5.81503
O -3.11470 -0.55041 -4.40155
C -1.81746 -0.30489 -3.85030
C -1.63761 1.17263 -3.49324
O -1.58357 1.98666 -4.66985
C -2.80363 2.68543 -4.89806
H -4.10410 -0.72778 -6.18716
H -2.54163 0.10699 -6.30135
H -2.59962 -1.66617 -6.06593
H -1.02911 -0.64142 -4.53315
H -1.74466 -0.89956 -2.93400
H -0.67893 1.29776 -2.97900
H -2.43005 1.51440 -2.81500
H -2.92093 3.47863 -4.15266
H -3.66597 2.01396 -4.86245
H -2.75810 3.14275 -5.89000
C 8.86478 1.45079 1.30222
O 8.78677 1.81723 2.67539
C 7.55567 2.47448 2.99070
C 6.59751 1.53368 3.72537
O 6.12832 0.49375 2.86026
C 6.77734 -0.74921 3.11074
H 9.74110 0.81212 1.16617
H 7.97764 0.89754 0.98149
H 8.98487 2.34690 0.68527
H 7.08654 2.88559 2.08962
H 7.80326 3.31103 3.65207
H 5.71664 2.10246 4.04117
H 7.06730 1.11473 4.62457
H 6.43414 -1.16018 4.06565
H 7.86537 -0.64076 3.12442
H 6.50604 -1.44609 2.31329
C -3.43597 -6.06827 0.39546
O -2.53870 -5.20504 -0.29425
C -1.34217 -4.96123 0.45131
C -0.16798 -5.77036 -0.10502
O -0.34638 -7.17115 0.13150
C -0.75854 -7.86729 -1.04086
H -4.24065 -6.34614 -0.28984
H -2.93722 -6.98043 0.73483
H -3.87061 -5.54378 1.25224
H -1.49217 -5.17069 1.51652
H -1.11545 -3.89526 0.34720
H 0.74555 -5.47548 0.42193
H -0.01990 -5.56798 -1.17362
H 0.07370 -7.92332 -1.74992
H -1.61723 -7.38473 -1.51578
H -1.04296 -8.88362 -0.75565
C 4.82772 -2.80678 6.10862
O 4.81022 -1.38368 6.13017
C 3.54955 -0.85189 5.71198
C 2.73082 -0.36090 6.90845
O 2.29886 -1.45538 7.72424
C 3.07149 -1.57785 8.91460
H 5.74629 -3.14660 6.59350
H 3.97381 -3.22873 6.64598
H 4.82556 -3.16227 5.07340
H 2.98590 -1.58785 5.12744
H 3.76566 0.00065 5.06006
H 1.82609 0.13304 6.53876
H 3.29569 0.37111 7.49993
H 2.83152 -0.75675 9.59778
H 4.14396 -1.57995 8.70114
H 2.81017 -2.52245 9.39898
C -8.83597 5.86424 -5.14901
O -7.93870 6.72747 -5.83872
C -6.74217 6.97128 -5.09316
C -5.56798 6.16216 -5.64950
O -5.74638 4.76136 -5.41297
C -6.15854 4.06522 -6.58533
H -9.64065 5.58637 -5.83431
H -8.33722 4.95208 -4.80964
H -9.27061 6.38874 -4.29223
H -6.89217 6.76182 -4.02795
H -6.51545 8.03725 -5.19727
H -4.65445 6.45703 -5.12254
H -5.41990 6.36453 -6.71809
H -5.32630 4.00919 -7.29439
H -7.01723 4.54778 -7.06025
H -6.44296 3.04889 -6.30012
```

Summary:
E_tot: -62530.844 eV
Kohn-Sham gap: 8.6 eV
structure (SMILES): CCOB(O)PB(N)O.COCCOC.COCCOC.COCCOC.COCCOC.COCCOC

Quick look at the Löwdin charges, all values in e: atom 1 (C): -0.094, atom 2 (C): -0.246, atom 3 (O): -0.081, atom 4 (B): -0.680, atom 5 (O): -0.025, atom 6 (P): 0.961, atom 7 (B): -0.683, atom 8 (N): 0.018, atom 9 (O): -0.023, atom 10 (H): 0.098, atom 11 (H): 0.074, atom 12 (H): 0.092, atom 13 (H): 0.137, atom 14 (H): 0.134, atom 15 (H): 0.125, atom 16 (H): -0.047, atom 17 (H): 0.069, atom 18 (H): 0.072, atom 19 (H): 0.114, atom 20 (C): -0.110, atom 21 (O): -0.195, atom 22 (C): -0.188, atom 23 (C): -0.189, atom 24 (O): -0.192, atom 25 (C): -0.109, atom 26 (H): 0.089, atom 27 (H): 0.083, atom 28 (H): 0.087, atom 29 (H): 0.126, atom 30 (H): 0.119, atom 31 (H): 0.121, atom 32 (H): 0.120, atom 33 (H): 0.088, atom 34 (H): 0.084, atom 35 (H): 0.088, atom 36 (C): -0.111, atom 37 (O): -0.194, atom 38 (C): -0.194, atom 39 (C): -0.193, atom 40 (O): -0.214, atom 41 (C): -0.098, atom 42 (H): 0.089, atom 43 (H): 0.081, atom 44 (H): 0.087, atom 45 (H): 0.124, atom 46 (H): 0.123, atom 47 (H): 0.120, atom 48 (H): 0.129, atom 49 (H): 0.072, atom 50 (H): 0.086, atom 51 (H): 0.090, atom 52 (C): -0.113, atom 53 (O): -0.195, atom 54 (C): -0.196, atom 55 (C): -0.192, atom 56 (O): -0.198, atom 57 (C): -0.113, atom 58 (H): 0.087, atom 59 (H): 0.082, atom 60 (H): 0.086, atom 61 (H): 0.127, atom 62 (H): 0.085, atom 63 (H): 0.120, atom 64 (H): 0.126, atom 65 (H): 0.085, atom 66 (H): 0.083, atom 67 (H): 0.088, atom 68 (C): -0.111, atom 69 (O): -0.212, atom 70 (C): -0.192, atom 71 (C): -0.191, atom 72 (O): -0.195, atom 73 (C): -0.110, atom 74 (H): 0.091, atom 75 (H): 0.085, atom 76 (H): 0.084, atom 77 (H): 0.125, atom 78 (H): 0.117, atom 79 (H): 0.124, atom 80 (H): 0.126, atom 81 (H): 0.087, atom 82 (H): 0.082, atom 83 (H): 0.089, atom 84 (C): -0.111, atom 85 (O): -0.196, atom 86 (C): -0.195, atom 87 (C): -0.193, atom 88 (O): -0.206, atom 89 (C): -0.111, atom 90 (H): 0.089, atom 91 (H): 0.083, atom 92 (H): 0.087, atom 93 (H): 0.125, atom 94 (H): 0.122, atom 95 (H): 0.122, atom 96 (H): 0.126, atom 97 (H): 0.085, atom 98 (H): 0.084, atom 99 (H): 0.090

=====

Question: The highest E_tot belongs to which entry?
Answer: C6H11NS4

=====

Question: The highest E_tot belongs to which entry?
Answer: C6H11NS4

=====

Question: Look up the E_tot of the first one.
Answer: -51230.023 eV

=====

Question: What is the E_tot in the third record?
Answer: -62530.844 eV